1.
A structure of composition C40H48BCrN7O2PS4 in a non-equilibrium geometry. Source: the OMol25 dataset; level of theory: ωB97M-V/def2-TZVPD.

XYZ file:
```
104
Properties=species:S:1:pos:R:3:mulliken_charge:R:1
Cr -0.72603 0.86120 0.90367 0.573
C 2.96749 -3.44066 4.32176 -1.451
C 4.31249 -3.21867 3.62504 1.205
C 5.12212 -2.11089 4.30379 -1.558
C 5.11837 -4.51213 3.69920 -2.146
N 4.08306 -2.86455 2.19479 0.625
C 4.55948 -3.62525 1.13197 -0.205
C 4.27795 -2.96558 0.00469 -1.441
N 3.62037 -1.79289 0.33201 0.216
B 3.26110 -0.82844 -0.81693 0.645
N 2.06152 -1.28902 -1.69370 0.125
C 2.01522 -0.78262 -2.98162 -1.433
C 1.00656 -1.35884 -3.63511 -0.333
N 0.38778 -2.24854 -2.76193 0.661
C 1.07502 -2.23197 -1.55956 0.028
S 0.80133 -3.20973 -0.20599 -0.402
C -0.71651 -3.10666 -3.29810 1.502
C -0.07289 -4.20299 -4.14797 -1.875
C -1.60381 -3.75479 -2.23712 -1.603
C -1.61992 -2.20197 -4.15139 -1.875
N 3.11041 0.65318 -0.29698 0.552
C 4.20870 1.21162 0.30476 -1.744
C 3.91968 2.47550 0.62706 -0.195
N 2.61860 2.73219 0.22224 0.570
C 2.11905 1.57134 -0.31761 -0.247
S 0.55510 1.31425 -1.05545 -0.358
C 2.14447 4.16015 0.31488 1.493
C 3.00526 4.96547 -0.66405 -1.672
C 0.68693 4.40891 -0.04990 -2.207
C 2.36111 4.62175 1.75934 -1.687
C 3.48219 -1.73155 1.69243 -0.013
S 2.67696 -0.53197 2.58653 -0.496
H 3.13527 -3.82656 5.33060 0.471
H 2.37195 -4.16535 3.76125 0.346
H 2.41035 -2.50925 4.38514 0.272
H 5.32011 -2.38290 5.34353 0.470
H 4.57881 -1.17038 4.28184 0.295
H 6.07861 -1.97810 3.79032 0.378
H 5.30445 -4.73422 4.74951 0.452
H 6.08392 -4.41643 3.19904 0.485
H 4.57022 -5.35427 3.27058 0.443
H 5.03290 -4.57998 1.25991 0.498
H 4.47137 -3.23344 -1.02073 0.609
H 4.21819 -0.79584 -1.55930 -0.187
H 2.71059 -0.02832 -3.31104 0.617
H 0.67361 -1.19549 -4.64359 0.577
H 0.52142 -4.86173 -3.51167 0.354
H 0.57968 -3.77705 -4.91351 0.365
H -0.84575 -4.79922 -4.63824 0.457
H -1.05545 -4.45333 -1.62100 0.427
H -2.40548 -4.28834 -2.75528 0.606
H -2.04845 -2.99859 -1.58818 0.079
H -1.18182 -1.97099 -5.12413 0.407
H -1.81524 -1.26499 -3.62479 0.484
H -2.57341 -2.70011 -4.32646 0.476
H 5.11744 0.65466 0.45915 0.624
H 4.52905 3.21065 1.11876 0.631
H 2.86311 4.58936 -1.67890 0.352
H 4.06458 4.89379 -0.41319 0.394
H 2.71480 6.01715 -0.63125 0.455
H 0.47103 4.13580 -1.07637 0.448
H 0.49871 5.47907 0.06819 0.627
H 0.00160 3.88196 0.60221 0.260
H 3.41862 4.70926 2.01023 0.408
H 1.90004 3.91680 2.45040 0.344
H 1.90309 5.60191 1.89950 0.469
O -0.53848 2.00153 2.74954 -0.627
C -1.61099 1.99875 2.15718 0.423
C -2.79628 2.83378 2.11980 -0.350
C -3.24073 3.71269 3.10413 -0.636
C -4.34721 4.50467 2.85133 -0.644
C -4.99736 4.43873 1.62533 -0.682
C -4.56802 3.54611 0.64901 -0.155
C -3.48892 2.72060 0.90923 -0.224
P -2.81969 1.36171 -0.13170 3.098
C -3.93305 -0.03056 0.27059 -0.377
C -5.17423 0.12484 0.88376 -0.270
C -5.96617 -0.98821 1.13499 -0.763
C -5.53101 -2.25032 0.76179 -0.797
C -4.29866 -2.41024 0.14480 -0.469
C -3.50029 -1.30502 -0.09475 0.525
C -3.32848 1.74319 -1.83979 0.491
C -4.60862 1.48370 -2.32416 -0.453
C -4.92486 1.77358 -3.64222 -0.734
C -3.96997 2.32243 -4.48940 -0.553
C -2.69430 2.58824 -4.01284 -0.777
C -2.37244 2.29098 -2.69603 0.193
H -2.70967 3.76819 4.04656 0.576
H -4.70156 5.19111 3.61015 0.408
H -5.84740 5.07994 1.42912 0.449
H -5.07255 3.49202 -0.30902 0.498
H -5.51212 1.10861 1.18401 0.388
H -6.91763 -0.86634 1.63763 0.421
H -6.14965 -3.11621 0.96393 0.368
H -3.94360 -3.39703 -0.12207 0.475
H -2.51999 -1.41945 -0.54353 -0.556
H -5.35898 1.04382 -1.67714 0.427
H -5.91897 1.56069 -4.01484 0.421
H -4.22002 2.54020 -5.52012 0.404
H -1.94609 3.01906 -4.66600 0.452
H -1.36957 2.47628 -2.32822 0.025
O -1.96466 -2.64172 2.75799 -0.568
S -0.72682 -2.10954 2.19097 0.478
N -0.84802 -0.76220 1.53672 -0.537
```

As for the expectation value of S²: 0.7959. The calculation puts the LUMO energy (alpha / beta) at -0.95 / -0.94 eV. The calculation puts the electronic energy at -5090.3044 a.u. As for the spin multiplicity: 2.

2.
A structure of composition C40H48Cl4N2PS4Si2Zr in a non-equilibrium geometry. Source: the OMol25 dataset; level of theory: ωB97M-V/def2-TZVPD.

XYZ file:
```
102
Properties=species:S:1:pos:R:3:mulliken_charge:R:1
Zr 12.60128 14.46643 13.12659 -0.543
Cl 10.08234 15.33818 13.71135 0.140
C 9.31309 14.33260 14.92628 0.014
C 8.02032 14.68440 15.32502 -0.959
C 7.43854 13.90249 16.30075 -0.681
C 8.06678 12.74328 16.82359 -0.510
C 9.34297 12.37767 16.36979 -0.074
Cl 10.04528 10.84157 16.77758 -0.186
C 9.98013 13.25832 15.47841 0.589
S 11.66268 12.99697 15.01905 -0.215
H 7.48669 15.50681 14.89974 0.514
H 6.50467 14.16309 16.74586 0.413
H 7.55358 12.13796 17.55754 0.450
N 15.90526 12.98538 14.03526 0.501
P 14.80613 12.34083 12.83737 1.101
C 14.60440 10.61054 13.34643 0.332
C 13.29056 10.25180 13.62002 -0.390
C 13.00607 8.93158 13.98408 -0.845
C 14.03281 7.99139 14.11261 -0.651
C 15.34151 8.41025 13.91663 -0.780
C 15.63538 9.69884 13.47894 -0.557
C 15.90070 12.18491 11.43127 0.646
C 15.58041 11.22051 10.47205 -0.682
C 16.33978 11.12974 9.32184 -0.737
C 17.44410 11.93681 9.11348 -0.713
C 17.85333 12.79804 10.14505 -0.324
C 17.07414 12.94659 11.28360 -1.173
C 15.48506 13.90048 14.98333 -0.089
C 16.30266 14.12040 16.08833 -1.030
C 15.89518 14.95561 17.07419 -0.740
C 14.62233 15.54339 16.95484 -1.350
C 13.88094 15.29728 15.83746 -1.027
N 14.30576 14.52499 14.81437 0.809
H 16.67655 12.40357 14.36706 0.340
H 12.51180 10.95486 13.53777 0.398
H 11.96472 8.72066 14.27950 0.413
H 13.72499 6.99329 14.43301 0.399
H 16.13362 7.68311 14.02913 0.412
H 16.60913 10.01639 13.20942 0.532
H 14.74136 10.54432 10.66138 0.560
H 16.14419 10.33657 8.58460 0.402
H 17.93085 11.89786 8.17911 0.492
H 18.78667 13.36857 10.07744 0.430
H 17.38535 13.60014 12.07946 0.528
H 17.23791 13.56109 16.12767 0.478
H 16.44590 15.18988 17.98768 0.423
H 14.16002 16.07560 17.72888 0.659
H 12.88586 15.74632 15.77042 1.108
C 11.83100 11.14295 10.57093 -1.390
Si 11.34816 12.93819 11.08764 2.262
C 9.64242 12.62278 11.74067 -1.281
C 11.09440 13.75798 9.42970 0.757
C 10.69624 13.06433 8.28640 -0.772
C 10.43473 13.71807 7.10003 -0.758
C 10.63789 15.09214 7.01601 -1.061
C 10.97050 15.78909 8.17284 -0.596
C 11.16791 15.15608 9.38566 0.196
Si 11.48983 16.13511 10.91517 0.975
C 9.78456 16.91988 11.25126 -1.417
C 12.59232 17.63740 10.47926 -1.078
H 10.99448 10.82489 9.95468 0.627
H 11.92720 10.40313 11.39387 0.257
H 12.73120 11.17284 9.97105 0.297
H 9.24824 11.95457 10.98665 0.500
H 8.99144 13.48607 11.85578 0.274
H 9.72506 12.06017 12.64913 0.273
H 10.57961 11.97803 8.27784 0.273
H 10.10048 13.21039 6.22374 0.453
H 10.42100 15.65428 6.12429 0.422
H 11.04934 16.85444 8.12535 0.405
H 9.63357 17.57018 10.37550 0.459
H 9.77672 17.56775 12.12009 0.249
H 8.97912 16.17521 11.37712 0.360
H 11.93397 18.52277 10.40954 0.501
H 13.01900 17.50016 9.49121 0.532
H 13.31194 17.92975 11.28825 -0.015
C 14.11449 19.80862 15.31234 -1.090
C 14.09741 18.63020 14.27880 -0.849
S 12.57171 17.64471 14.14809 0.626
C 11.26133 18.88894 13.98201 -1.272
C 10.03244 18.72196 14.93968 -0.998
S 10.36200 18.04892 16.56062 0.078
C 10.76889 19.51034 17.50093 -0.922
C 11.97513 20.36471 17.11434 -0.644
S 13.55379 19.43573 17.02972 -0.064
H 13.47844 20.65123 15.00172 0.477
H 15.13945 20.17104 15.35263 0.535
H 14.85744 17.88090 14.60659 0.296
H 14.47580 19.05211 13.34790 0.478
H 10.85642 18.97452 12.96784 0.449
H 11.76924 19.79355 14.25519 0.608
H 9.32152 17.99957 14.52512 0.268
H 9.50914 19.67036 14.96388 0.687
H 10.90080 19.22959 18.54802 0.409
H 9.90340 20.15068 17.51389 0.405
H 12.08043 21.17674 17.82384 0.490
H 11.84240 20.81943 16.13432 0.243
Cl 15.11513 15.69574 11.96435 0.059
C 15.58554 15.68800 10.24350 -0.727
Cl 14.43563 14.72894 9.30186 0.001
H 16.56183 15.20098 10.23168 0.363
H 15.63340 16.69003 9.88455 0.566
```

Its net charge is +1. The calculation puts the LUMO energy at -2.65 eV. The calculation puts the electronic energy at -6063.3127 a.u.